77
Properties=species:S:1:pos:R:3:lowdin_charge:R:1 method="wB97M-V/def2-TZVPD" charge=+3 max_force_ev_per_a=1.299 total_energy_ev=-129861.977
W -0.5169 0.4825 -0.2072 1.848
O -2.4589 0.2358 3.2523 0.237
C -2.1723 -0.0876 2.1535 -0.433
O -0.8998 0.1163 1.6156 -0.294
C -3.0643 -0.6404 1.0876 -0.157
C -4.3600 -1.1162 1.2104 0.098
C -5.0634 -1.3896 0.0347 0.058
C -4.4887 -1.1227 -1.2084 0.095
C -3.1841 -0.6513 -1.2273 -0.189
N -2.5095 -0.4765 -0.1040 -0.051
C -2.4161 -0.1511 -2.4054 -0.465
O -2.7690 0.0163 -3.5123 0.234
O -1.1234 0.2336 -1.9583 -0.257
H -4.8019 -1.2532 2.1886 0.154
H -6.0743 -1.7726 0.0892 0.145
H -5.0329 -1.2573 -2.1334 0.155
C 2.6033 -0.3979 -2.5909 -0.057
C 3.5908 -0.0013 -1.4964 -0.164
C 3.4830 -0.7800 -0.2059 -0.185
C 4.4805 -1.6962 0.1121 -0.024
C 4.4573 -2.3990 1.3076 -0.025
C 3.4517 -2.1624 2.2264 -0.005
C 2.4443 -1.2306 1.9768 -0.199
C 1.4700 -0.9123 3.0829 -0.186
C 0.5246 -2.0626 3.4333 -0.079
C 2.4645 -0.5903 0.7412 -0.261
N 1.4800 0.4608 0.4442 -0.103
C 2.0467 1.6845 0.4630 -0.007
C 1.4051 2.6816 -0.2335 -0.300
C 1.6508 4.0135 -0.6106 0.093
C 0.6620 4.3458 -1.5389 0.014
C -0.1537 3.2315 -1.6933 -0.030
N 0.3044 2.2090 -0.9198 -0.128
H 2.7785 0.1894 -3.4913 0.095
H 1.5506 -0.2274 -2.2992 0.036
H 2.7045 -1.4521 -2.8544 0.068
H 3.5162 1.0731 -1.3066 0.103
H 4.6044 -0.1386 -1.8730 0.128
H 5.2942 -1.8470 -0.5846 0.132
H 5.2448 -3.1027 1.5362 0.128
H 3.4699 -2.6670 3.1832 0.134
H 0.8980 -0.0106 2.8451 0.081
H 2.0621 -0.6646 3.9661 0.134
H -0.2820 -2.1723 2.7016 0.013
H 0.0641 -1.8989 4.4057 0.093
H 1.0530 -3.0144 3.4749 0.086
H 3.0084 1.8063 0.9530 0.181
H 2.4658 4.6325 -0.2739 0.143
H 0.5590 5.2754 -2.0698 0.131
H -1.0195 3.1104 -2.3266 0.143
Br -1.5812 -3.2508 -3.3654 0.881
C 0.2286 -3.6342 -3.0664 -0.711
C 0.9220 -4.3488 -4.0356 -0.082
C 2.2452 -4.7106 -3.8241 -0.013
C 2.8921 -4.3847 -2.6424 -0.030
C 2.2238 -3.6637 -1.6625 -0.145
C 0.9082 -3.2908 -1.9053 -0.626
I -0.0693 -2.4047 -0.2765 1.444
H 0.4167 -4.6344 -4.9473 0.122
H 2.7647 -5.2709 -4.5885 0.133
H 3.9138 -4.6950 -2.4730 0.129
H 2.7130 -3.4072 -0.7379 0.085
C -3.2618 4.3128 2.5647 0.035
N -2.3270 3.4385 1.8327 -0.079
C -1.0127 3.3086 2.4603 0.027
C -2.6948 2.7820 0.7665 -0.366
C -4.0618 2.9586 0.1786 0.059
O -1.9012 1.9627 0.1497 -0.185
H -2.6798 5.0936 3.0461 0.112
H -3.7825 3.7330 3.3261 0.123
H -3.9738 4.7749 1.8902 0.100
H -1.1234 2.8118 3.4245 0.119
H -0.6057 4.3070 2.6115 0.118
H -0.3358 2.7357 1.8271 0.063
H -4.2087 3.9844 -0.1631 0.118
H -4.8316 2.7483 0.9223 0.115
H -4.1786 2.2923 -0.6725 0.094

=====

73
Properties=species:S:1:pos:R:3:lowdin_charge:R:1 method="wB97M-V/def2-TZVPD" charge=+3 max_force_ev_per_a=0.460 total_energy_ev=-83199.049
Ti -0.3759 0.1033 0.9862 0.749
I 1.9135 0.6578 -0.5711 1.303
C 2.1599 2.5750 0.2208 -0.562
C 3.1242 3.4581 -0.1616 -0.072
C 3.1379 4.7319 0.4489 -0.018
C 2.1983 5.0725 1.3835 0.022
C 1.1945 4.1521 1.7719 -0.135
C 0.1760 4.4658 2.7100 0.040
C -0.7988 3.5611 3.0381 -0.024
C -0.7806 2.2757 2.4570 -0.094
C 0.1986 1.9238 1.5585 -0.289
C 1.1885 2.8677 1.1857 -0.254
H 3.8658 3.2110 -0.9097 0.123
H 3.9008 5.4404 0.1575 0.130
H 2.2106 6.0570 1.8336 0.136
H 0.1694 5.4493 3.1639 0.139
H -1.5720 3.8232 3.7468 0.125
H -1.5741 1.5829 2.7500 0.105
N -0.7480 -1.2810 4.9042 0.194
C 0.2985 -0.6306 5.6305 -0.219
C 0.1328 -0.3615 6.9766 0.013
C 1.1245 0.3394 7.6506 -0.024
C 2.2478 0.7918 6.9759 -0.028
C 2.3993 0.5375 5.6177 -0.057
C 1.4303 -0.1950 4.9537 -0.437
S 1.6476 -0.7483 3.2905 1.055
N 0.0121 -0.7024 2.7920 -0.400
C -0.9319 -1.1263 3.6060 -0.304
C -2.2442 -1.3327 2.9531 -0.173
C -3.3170 -1.9684 3.5378 0.047
C -4.4773 -2.1485 2.7899 0.024
C -4.5099 -1.6821 1.4909 0.016
C -3.3923 -1.0371 0.9797 -0.067
N -2.2751 -0.8567 1.6883 0.024
H -1.5157 -1.6286 5.4616 0.161
H -0.7565 -0.6925 7.5001 0.131
H 1.0111 0.5364 8.7075 0.129
H 3.0157 1.3367 7.5069 0.128
H 3.2814 0.8765 5.0901 0.123
H -3.2677 -2.3465 4.5499 0.133
H -5.3318 -2.6531 3.2208 0.141
H -5.3848 -1.8102 0.8693 0.135
H -3.3923 -0.6588 -0.0307 0.099
C -2.1398 2.2480 -3.6196 -0.009
C -3.0751 1.9399 -2.4353 -0.567
C -3.7306 3.2250 -1.8989 -0.009
C -4.1360 0.8950 -2.8241 -0.016
C -2.2615 1.3755 -1.3602 -0.042
N -1.6280 0.9411 -0.5026 0.145
H -2.7412 2.6740 -4.4219 0.110
H -1.6608 1.3455 -3.9984 0.098
H -1.3771 2.9761 -3.3452 0.099
H -4.3369 3.6493 -2.6984 0.110
H -2.9847 3.9644 -1.6093 0.099
H -4.3833 3.0206 -1.0503 0.097
H -4.7380 1.3078 -3.6326 0.110
H -4.8051 0.6759 -1.9908 0.091
H -3.6799 -0.0275 -3.1835 0.099
C 1.4421 -4.9373 0.3898 -0.011
C 0.9812 -4.0860 -0.8082 -0.569
C 2.1474 -3.8208 -1.7768 -0.012
C -0.2052 -4.7462 -1.5314 -0.014
C 0.5326 -2.7948 -0.2880 -0.066
N 0.1791 -1.7779 0.1199 0.076
H 1.7875 -5.8972 0.0080 0.110
H 0.6239 -5.1240 1.0850 0.096
H 2.2693 -4.4663 0.9205 0.098
H 2.4891 -4.7798 -2.1647 0.110
H 2.9880 -3.3446 -1.2720 0.097
H 1.8353 -3.2086 -2.6230 0.098
H 0.1307 -5.7072 -1.9192 0.110
H -0.5483 -4.1444 -2.3726 0.098
H -1.0380 -4.9286 -0.8527 0.096

=====

Values for LUMO, Eh, ordered as above
-0.41687; -0.36235
Values for gap between HOMO and LUMO, eV, ordered as above
5.08; 6.22
Values for E_HOMO, eV, ordered as above
-16.43; -16.08